Formula: C9H14
Source: the Open Molecules 2025 dataset
Level of theory: ωB97M-V/def2-TZVPD

## Properties
maximum force: 1.7 eV/Å
spin multiplicity: 1
HOMO energy: -8.89 eV
structure (SMILES): Cc1ccccc1.CC

Positions of all 23 atoms, in Å:
C1 -2.42506 1.14998 2.13355
C2 -1.55425 0.68097 0.99062
C3 -0.80031 1.59709 0.26977
C4 -0.07981 1.22083 -0.86310
C5 -0.20648 -0.07491 -1.32559
C6 -0.83858 -1.00992 -0.51817
C7 -1.61676 -0.65776 0.58042
H1 -2.36338 0.46819 2.98046
H2 -3.47915 1.04244 1.84741
H3 -2.26463 2.20187 2.34994
H4 -0.81231 2.60427 0.65480
H5 0.47131 2.02887 -1.32824
H6 0.21400 -0.38087 -2.26685
H7 -0.62191 -2.05894 -0.63018
H8 -2.31131 -1.34253 1.04618
C8 2.43429 -1.50868 -0.34242
C9 3.66654 -0.87730 -1.01793
H9 1.98690 -0.80563 0.35336
H10 1.70546 -1.74733 -1.10767
H11 2.67294 -2.41156 0.21801
H12 3.64321 -0.68082 -2.08567
H13 4.60385 -1.36325 -0.74415
H14 3.80644 0.09805 -0.54082

Cartesian forces, eV/Å:
-0.6 -0.6 -0.6
-1.0 -0.1 0.0
0.1 -0.6 0.6
-1.0 0.8 0.2
0.4 0.2 0.4
-0.5 -0.5 0.5
0.8 1.2 -0.5
0.4 0.4 0.3
0.1 0.2 -0.2
0.2 -0.1 0.4
0.3 0.3 -0.2
0.1 -0.4 -0.5
0.4 -0.1 0.0
-0.5 -0.3 -0.8
0.4 -0.3 0.3
0.4 -0.1 -0.6
0.5 0.8 1.4
-0.2 0.0 0.0
-0.2 -0.2 0.2
0.1 -0.1 -0.1
-0.3 -0.4 -0.1
-0.1 -0.4 -0.4
0.0 0.2 -0.3

=====

Formula: C5H3NO
Source: the Open Molecules 2025 dataset
Level of theory: ωB97M-V/def2-TZVPD

## Properties
maximum force: 2.0 eV/Å
spin multiplicity: 1
HOMO energy: -8.82 eV

Positions of all 10 atoms, in Å:
C1 0.15506 -2.08907 -0.68423
C2 -0.40552 -1.03774 -0.46409
C3 -0.88551 0.24546 0.06903
C4 -0.02323 0.85861 -0.82281
O1 0.99384 1.45577 -0.24414
N1 0.78825 1.40078 1.14709
C5 -0.29197 0.71462 1.32604
H1 0.44744 -3.10881 -0.77924
H2 -0.12097 0.92339 -1.89439
H3 -0.65740 0.63700 2.34673

Cartesian forces, eV/Å:
-0.5 0.3 0.2
-1.3 -1.2 0.9
1.1 -0.5 -0.5
0.3 1.1 -0.1
-0.3 0.7 -0.4
-0.5 0.2 0.4
0.4 0.0 0.0
0.1 0.1 -0.3
0.5 -0.3 -0.1
0.1 -0.4 -0.3

=====

Formula: C25H50Br3ClFN3O2Si2
Source: the Open Molecules 2025 dataset
Level of theory: ωB97M-V/def2-TZVPD

## Properties
maximum force: 5.7 eV/Å
spin multiplicity: 1
HOMO energy: -5.12 eV

Positions of all 87 atoms, in Å:
C1 3.75534 4.10834 0.67635
C2 2.60543 2.95200 0.58928
C3 2.25133 2.59581 -0.93360
C4 2.03600 1.03136 -1.21967
C5 3.31390 0.09466 -0.86532
C6 4.72098 0.85378 -0.95503
O1 5.38462 1.01689 0.10561
Br1 5.49684 1.63469 -2.60209
C7 0.67844 0.52476 -0.57060
Br2 0.84684 0.06495 1.39545
N1 -0.58957 1.38898 -0.83820
C8 -1.57249 0.32234 -1.20314
C9 -3.10686 0.63095 -1.44437
C10 -3.58065 0.41983 -2.99034
F1 -4.27764 1.57538 -3.51188
N2 -0.71300 2.08658 0.33764
C11 -1.78046 2.20244 1.05553
C12 -2.61142 1.05898 1.86237
C13 -2.34102 3.68314 1.44581
C14 -0.33116 2.46822 -1.88061
Br3 -0.25585 1.74253 -3.77825
C15 -1.53998 3.51348 -2.08210
C16 -1.29716 4.57456 -3.30825
C17 -2.25551 5.85037 -2.92755
C18 -1.37078 7.07063 -2.31126
O2 -1.66853 7.20694 -0.89438
C19 0.99078 3.35472 -1.58678
Cl1 0.73915 4.90425 -0.64990
H1 3.39310 5.11152 0.24683
H2 4.57883 3.75011 -0.05658
H3 4.19530 4.19456 1.72416
H4 3.13492 2.02240 1.03670
H5 1.72007 3.14638 1.27621
H6 3.16867 2.96730 -1.53786
H7 2.03846 0.94754 -2.37736
H8 3.28852 -0.41394 0.14462
H9 3.36949 -0.75418 -1.65270
H10 0.55891 -0.54354 -1.00110
H11 -1.52225 -0.44522 -0.33291
H12 -1.27020 -0.33594 -2.10770
H13 -3.48237 1.65900 -1.06853
H14 -3.73548 -0.13772 -0.85011
H15 -4.34339 -0.44893 -3.02655
H16 -2.71042 0.07865 -3.66542
H17 -2.00547 0.70957 2.78227
H18 -3.60111 1.46733 2.28853
H19 -2.88541 0.15667 1.22946
H20 -3.02658 4.07760 0.61699
H21 -1.39650 4.35225 1.46715
H22 -2.84326 3.70350 2.46853
H23 -2.52708 3.02499 -2.44359
H24 -1.82363 4.14922 -1.19357
H25 -1.71395 4.18835 -4.30278
H26 -0.24732 4.99434 -3.35839
H27 -3.08136 5.56632 -2.18756
H28 -2.80483 6.22968 -3.87281
H29 -0.25173 6.95089 -2.49242
H30 -1.70898 8.03685 -2.83060
H31 -0.82214 7.45964 -0.46060
H32 1.32604 3.69238 -2.64180
C20 -0.11760 -4.24149 -0.67510
Si1 0.45936 -4.78705 1.04698
C21 -0.23939 -3.54126 2.26933
C22 2.33442 -4.64852 1.05350
N3 -0.09777 -6.38997 1.33454
Si2 0.25059 -7.20961 2.81388
C23 -0.47664 -6.34885 4.31996
C24 2.09269 -7.45894 3.09650
C25 -0.52926 -8.93167 2.74480
H33 0.22083 -3.21882 -0.88310
H34 0.28623 -4.90338 -1.44368
H35 -1.21014 -4.26179 -0.73553
H36 -0.03982 -2.52630 1.91622
H37 0.21780 -3.63985 3.25593
H38 -1.32074 -3.65840 2.37152
H39 2.78381 -5.41885 0.42263
H40 2.74361 -4.73796 2.06146
H41 2.64328 -3.67060 0.66295
H42 0.06580 -5.43284 4.56454
H43 -0.41682 -7.00460 5.19559
H44 -1.52840 -6.10075 4.15700
H45 2.57260 -7.86572 2.20272
H46 2.25747 -8.16437 3.91835
H47 2.59064 -6.52534 3.36699
H48 -0.11901 -9.50880 1.91329
H49 -1.61274 -8.86146 2.62427
H50 -0.32299 -9.47421 3.67421

Cartesian forces, eV/Å:
-0.3 -0.7 -1.3
1.4 -0.4 0.7
0.3 0.1 0.1
1.0 1.1 -0.6
0.3 -0.5 -1.2
1.7 0.5 5.3
-2.8 -0.8 -4.9
-0.8 -0.7 0.6
2.8 -2.9 -1.0
-0.1 0.4 -1.5
2.1 -2.8 -0.1
-2.5 -3.2 0.1
-1.4 0.4 -0.3
-0.5 -0.9 0.4
1.5 -1.5 0.8
-2.8 3.5 0.0
-2.4 0.0 2.2
-0.5 0.1 -0.6
2.3 -0.4 0.4
-0.8 3.1 -1.2
0.6 -0.4 1.3
-1.3 0.3 -1.3
-1.7 1.0 1.0
0.7 0.5 -0.5
-1.2 0.2 -0.8
1.4 -0.1 -0.5
1.4 -0.6 -1.0
-0.3 -0.9 -0.7
0.5 -1.5 1.0
-1.1 0.6 1.4
-0.7 0.0 -1.5
-1.0 1.4 -0.8
1.0 -0.1 -1.2
-1.6 -0.8 0.9
-0.8 0.1 1.9
0.1 0.9 -1.1
-0.2 1.3 1.2
-0.3 2.0 0.6
0.1 1.5 -1.3
0.2 1.7 1.4
0.8 -1.6 -0.7
1.3 1.2 -0.8
1.1 1.6 0.1
-1.3 1.1 0.9
-0.6 0.6 -1.7
1.6 -0.4 -0.9
0.6 1.0 0.9
0.9 -0.9 1.1
-1.7 -0.8 -0.1
0.6 -0.1 -1.6
1.8 0.3 0.8
0.9 -1.1 -0.7
1.1 0.2 1.5
-1.2 -0.9 -0.2
1.2 0.4 -0.9
1.0 -0.6 1.5
-1.5 -0.1 0.2
0.6 -1.3 0.7
-1.0 -0.2 -0.3
-0.7 -0.5 1.9
0.0 0.3 0.1
-1.1 -3.2 0.3
0.1 0.7 0.0
0.2 0.7 -0.1
0.9 1.2 1.0
-0.8 0.7 -2.4
0.1 -0.2 0.5
0.2 -0.2 0.5
0.2 0.0 0.4
0.0 0.2 -0.2
0.0 0.0 0.0
0.0 -0.1 0.0
-0.1 0.2 0.1
0.0 0.0 0.0
0.0 -0.1 0.0
-0.1 0.0 0.1
0.0 -0.1 0.0
0.2 0.1 0.0
0.0 0.0 0.0
0.0 0.0 0.1
0.1 0.0 -0.1
-0.1 0.1 0.0
0.1 0.0 0.0
0.0 0.0 0.0
0.0 0.0 0.0
0.0 0.0 -0.1
-0.1 -0.1 0.0